# 1
{"formula": "C4H7NO", "method": "ωB97M-V/def2-TZVPD", "homo_lumo_gap_ha": [0.2353, 0.3508], "energy_ev": -7793.77688, "e_above_lowest_kj_mol": 566.13, "total_charge": 0, "species": ["C", "C", "O", "C", "C", "N", "H", "H", "H", "H", "H", "H", "H"], "positions_angstrom": [[-0.82, -1.11, 0.25], [-0.68, 0.95, -0.87], [-0.12, 1.49, 0.17], [1.08, 0.82, 0.54], [0.86, -0.70, 0.21], [1.72, -1.50, -0.07], [-1.52, -0.49, 0.82], [-1.28, -1.47, -0.68], [-0.63, -1.99, 0.85], [-1.72, 1.22, -1.03], [-0.06, 0.58, -1.69], [1.26, 1.05, 1.59], [1.90, 1.16, -0.09]]}

---

# 2
{"formula": "C4H7NO", "method": "ωB97M-V/def2-TZVPD", "homo_lumo_gap_ha": 0.3983, "energy_ev": -7797.88814, "e_above_lowest_kj_mol": 169.45, "smiles": "C[C@H]1CN1C=O", "total_charge": 0, "species": ["C", "C", "C", "N", "C", "O", "H", "H", "H", "H", "H", "H", "H"], "positions_angstrom": [[1.37, -0.30, 0.57], [0.60, 0.44, -0.50], [-0.48, -0.19, -1.30], [-0.81, 0.79, -0.28], [-1.51, 0.30, 0.83], [-2.14, -0.73, 0.85], [1.75, 0.41, 1.31], [2.22, -0.84, 0.14], [0.73, -1.03, 1.09], [1.17, 1.22, -1.00], [-0.65, 0.15, -2.32], [-0.79, -1.21, -1.08], [-1.46, 0.98, 1.69]]}

---

# 3
{"formula": "C4H7NO", "method": "ωB97M-V/def2-TZVPD", "homo_lumo_gap_ha": 0.3272, "energy_ev": -7795.24425, "e_above_lowest_kj_mol": 424.55, "total_charge": 0, "species": ["C", "C", "C", "N", "C", "O", "H", "H", "H", "H", "H", "H", "H"], "positions_angstrom": [[-1.05, -1.52, -0.06], [-0.73, -0.25, -0.79], [0.29, 1.76, 0.62], [1.31, 0.97, 0.60], [1.91, -0.02, 0.25], [0.27, -0.14, -1.47], [-1.77, -2.09, -0.66], [-0.13, -2.10, 0.02], [-1.50, -1.35, 0.92], [-1.47, 0.57, -0.74], [0.03, 2.27, -0.31], [-0.10, 2.11, 1.56], [2.95, -0.22, 0.06]]}

---

# 4
{"formula": "C4H7NO", "method": "ωB97M-V/def2-TZVPD", "homo_lumo_gap_ha": 0.3757, "energy_ev": -7797.03572, "e_above_lowest_kj_mol": 251.70, "smiles": "O=CCN1CC1", "total_charge": 0, "species": ["O", "C", "C", "N", "C", "C", "H", "H", "H", "H", "H", "H", "H"], "positions_angstrom": [[0.41, 2.47, 1.35], [0.09, 1.66, 0.52], [-0.76, 0.45, 0.84], [-0.32, -0.85, 0.34], [0.98, -1.01, -0.27], [-0.26, -1.12, -1.08], [0.44, 1.78, -0.53], [-1.78, 0.64, 0.48], [-0.82, 0.41, 1.94], [1.52, -1.90, 0.02], [1.61, -0.13, -0.43], [-0.46, -0.30, -1.78], [-0.63, -2.09, -1.40]]}

---

# 5
{"formula": "C4H7NO", "method": "ωB97M-V/def2-TZVPD", "homo_lumo_gap_ha": 0.3691, "energy_ev": -7794.30930, "e_above_lowest_kj_mol": 514.76, "total_charge": 0, "species": ["C", "N", "C", "C", "O", "C", "H", "H", "H", "H", "H", "H", "H"], "positions_angstrom": [[-0.56, -1.25, 1.05], [0.67, 0.00, -1.85], [-0.89, 1.48, 0.88], [0.84, 0.37, -0.51], [-1.37, -0.36, 1.48], [0.05, 1.37, 0.08], [-0.10, 0.42, -2.33], [1.51, -0.08, -2.41], [-1.60, 2.01, 1.47], [1.88, 0.31, -0.18], [-0.92, -1.96, 0.28], [0.33, -0.65, 0.26], [0.16, -1.68, 1.77]]}

---

# 6
{"formula": "C4H7NO", "method": "ωB97M-V/def2-TZVPD", "homo_lumo_gap_ha": 0.3944, "energy_ev": -7798.39911, "e_above_lowest_kj_mol": 120.15, "smiles": "O=CNC1CC1", "total_charge": 0, "species": ["O", "C", "N", "C", "C", "C", "H", "H", "H", "H", "H", "H", "H"], "positions_angstrom": [[2.81, -1.50, -0.23], [1.77, -0.94, -0.50], [1.10, -0.13, 0.36], [-0.04, 0.68, 0.05], [-1.30, 0.46, 0.84], [-1.24, 0.06, -0.61], [1.26, -1.05, -1.47], [1.57, 0.04, 1.24], [0.19, 1.71, -0.22], [-1.28, -0.33, 1.58], [-1.89, 1.33, 1.11], [-1.77, 0.66, -1.34], [-1.19, -1.00, -0.83]]}

---

# 7
{"formula": "C4H7NO", "method": "ωB97M-V/def2-TZVPD", "homo_lumo_gap_ha": 0.4268, "energy_ev": -7797.54180, "e_above_lowest_kj_mol": 202.87, "smiles": "N#CC1CC1.O", "total_charge": 0, "species": ["N", "C", "C", "C", "C", "H", "H", "H", "H", "H", "O", "H", "H"], "positions_angstrom": [[2.46, -1.40, 1.38], [1.58, -0.71, 1.08], [0.45, 0.08, 0.63], [0.22, -0.05, -0.90], [0.67, 1.23, -0.31], [-0.30, 0.23, 1.40], [-0.76, -0.07, -1.36], [0.94, -0.72, -1.35], [-0.13, 1.97, -0.23], [1.66, 1.62, -0.48], [-2.42, -0.36, 0.08], [-2.78, -1.12, -0.38], [-1.59, -0.69, 0.44]]}

---

# 8
{"formula": "C4H7NO", "method": "ωB97M-V/def2-TZVPD", "homo_lumo_gap_ha": 0.3730, "energy_ev": -7797.50717, "e_above_lowest_kj_mol": 206.21, "smiles": "[H]/N=C/C.C=C=O", "total_charge": 0, "species": ["H", "N", "C", "C", "H", "H", "H", "H", "C", "C", "O", "H", "H"], "positions_angstrom": [[-1.99, 0.40, 0.80], [-1.00, 0.60, 0.98], [-0.35, -0.49, 1.13], [1.12, -0.47, 1.39], [-0.82, -1.48, 1.06], [1.31, -0.63, 2.45], [1.54, 0.50, 1.10], [1.63, -1.27, 0.83], [-0.46, 1.09, -2.01], [-0.03, -0.15, -1.90], [0.35, -1.25, -1.78], [-0.47, 1.69, -1.11], [-0.82, 1.46, -2.96]]}

---

# 9
{"formula": "C4H7NO", "method": "ωB97M-V/def2-TZVPD", "homo_lumo_gap_ha": 0.3706, "energy_ev": -7795.43412, "e_above_lowest_kj_mol": 406.23, "total_charge": 0, "species": ["C", "O", "C", "C", "C", "N", "H", "H", "H", "H", "H", "H", "H"], "positions_angstrom": [[1.78, 0.52, 0.41], [0.69, -0.27, 0.81], [-0.17, -0.52, -0.13], [-1.48, -1.09, 0.33], [-0.33, 1.52, -0.88], [-1.07, 2.18, -1.49], [2.39, 0.68, 1.31], [1.06, 1.40, -0.17], [2.36, 0.04, -0.39], [0.22, -0.80, -1.11], [-1.56, -2.17, 0.16], [-1.63, -0.88, 1.39], [-2.26, -0.60, -0.25]]}

---

# 10
{"formula": "C4H7NO", "method": "ωB97M-V/def2-TZVPD", "homo_lumo_gap_ha": 0.3519, "energy_ev": -7795.62043, "e_above_lowest_kj_mol": 388.25, "smiles": "C=NOC(=C)C", "total_charge": 0, "species": ["C", "N", "O", "C", "C", "C", "H", "H", "H", "H", "H", "H", "H"], "positions_angstrom": [[2.81, -0.18, 0.06], [1.61, 0.24, 0.06], [0.63, -0.79, -0.08], [-0.65, -0.39, 0.08], [-1.60, -1.35, 0.01], [-0.80, 1.03, 0.08], [3.50, 0.52, 0.20], [3.08, -1.19, 0.03], [-1.33, -2.32, -0.27], [-2.67, -1.14, -0.09], [-0.08, 1.42, -0.54], [-1.74, 1.40, -0.14], [-0.48, 1.48, 0.98]]}

---

# 11
{"formula": "C4H7NO", "method": "ωB97M-V/def2-TZVPD", "homo_lumo_gap_ha": 0.3068, "energy_ev": -7794.35169, "e_above_lowest_kj_mol": 510.67, "total_charge": 0, "species": ["O", "C", "C", "N", "C", "C", "H", "H", "H", "H", "H", "H", "H"], "positions_angstrom": [[1.06, -0.41, -2.94], [0.77, 0.07, -1.86], [0.63, -0.69, -0.64], [0.28, -0.06, 0.47], [-0.08, 0.05, 1.70], [0.02, 1.31, 0.96], [0.58, 1.16, -1.74], [0.78, -1.76, -0.60], [-2.00, -1.56, -0.12], [0.03, -0.51, 2.62], [-2.08, -1.34, 0.58], [-0.87, 1.78, 0.54], [0.90, 1.95, 1.04]]}

---

# 12
{"formula": "C4H7NO", "method": "ωB97M-V/def2-TZVPD", "homo_lumo_gap_ha": 0.3495, "energy_ev": -7793.42185, "e_above_lowest_kj_mol": 600.38, "total_charge": 0, "species": ["C", "C", "C", "C", "N", "O", "H", "H", "H", "H", "H", "H", "H"], "positions_angstrom": [[2.17, -2.50, 0.98], [-0.89, 0.89, -0.61], [-0.71, -0.01, 0.55], [-1.28, 2.40, -0.60], [1.52, -2.05, 0.01], [-1.81, -0.08, -0.12], [3.02, -3.01, 0.89], [1.69, -2.42, 1.92], [-0.42, 0.41, -1.38], [0.65, -1.46, 0.23], [-1.71, 2.54, -1.51], [-0.24, 2.84, -0.46], [-1.99, 2.46, 0.10]]}

---

# 13
{"formula": "C4H7NO", "method": "ωB97M-V/def2-TZVPD", "homo_lumo_gap_ha": 0.3603, "energy_ev": -7796.33333, "e_above_lowest_kj_mol": 319.47, "smiles": "C[C@@H]1C=CON1", "total_charge": 0, "species": ["C", "C", "C", "C", "O", "N", "H", "H", "H", "H", "H", "H", "H"], "positions_angstrom": [[-1.05, -0.48, 1.12], [-0.30, -0.56, -0.21], [1.16, -0.21, -0.15], [1.29, 1.10, -0.36], [0.16, 1.67, -0.87], [-0.79, 0.47, -1.14], [-1.06, 0.56, 1.46], [-0.57, -1.09, 1.89], [-2.09, -0.81, 1.02], [-0.40, -1.58, -0.63], [1.97, -0.91, -0.02], [2.15, 1.69, -0.07], [-0.47, 0.13, -2.06]]}

---

# 14
{"formula": "C4H7NO", "method": "ωB97M-V/def2-TZVPD", "homo_lumo_gap_ha": 0.3182, "energy_ev": -7795.43028, "e_above_lowest_kj_mol": 406.60, "smiles": "C[C@H](O)C=C=N", "total_charge": 0, "species": ["C", "C", "O", "C", "C", "N", "H", "H", "H", "H", "H", "H", "H"], "positions_angstrom": [[-1.06, -0.31, -0.69], [-0.72, 0.40, 0.83], [-0.55, 1.75, 0.81], [0.47, -0.45, 0.80], [1.65, -0.10, 0.21], [2.40, -0.14, -0.77], [-1.45, -1.32, -0.59], [-0.34, -0.20, -1.51], [-1.89, 0.33, -1.00], [-1.50, 0.12, 1.53], [0.26, 1.96, 0.30], [0.51, -1.20, 1.58], [2.22, -0.84, -1.50]]}

---

# 15
{"formula": "C4H7NO", "method": "ωB97M-V/def2-TZVPD", "homo_lumo_gap_ha": 0.3803, "energy_ev": -7796.95286, "e_above_lowest_kj_mol": 259.69, "smiles": "O=CCN1CC1", "total_charge": 0, "species": ["O", "C", "C", "N", "C", "C", "H", "H", "H", "H", "H", "H", "H"], "positions_angstrom": [[-2.59, -0.71, 1.41], [-1.87, -0.28, 0.54], [-0.59, 0.50, 0.80], [0.30, 0.64, -0.34], [0.70, -0.44, -1.19], [1.66, 0.18, -0.23], [-2.14, -0.41, -0.53], [-0.11, 0.12, 1.72], [-0.83, 1.55, 0.94], [0.73, -0.16, -2.24], [0.35, -1.44, -0.98], [1.93, -0.42, 0.64], [2.44, 0.87, -0.54]]}

---

# 16
{"formula": "C4H7NO", "method": "ωB97M-V/def2-TZVPD", "homo_lumo_gap_ha": 0.3807, "energy_ev": -7796.65088, "e_above_lowest_kj_mol": 288.83, "smiles": "C[C@H]1CN1C=O", "total_charge": 0, "species": ["C", "C", "C", "N", "C", "O", "H", "H", "H", "H", "H", "H", "H"], "positions_angstrom": [[-1.44, -0.61, 0.44], [-0.18, -0.54, -0.35], [0.19, 0.45, -1.32], [0.52, 1.04, -0.03], [1.52, 0.69, 0.83], [1.75, -0.44, 1.20], [-1.18, -0.79, 1.49], [-2.08, -1.43, 0.11], [-1.98, 0.34, 0.36], [0.43, -1.45, -0.29], [1.03, 0.20, -1.96], [-0.61, 1.00, -1.78], [2.03, 1.55, 1.31]]}

---

# 17
{"formula": "C4H7NO", "method": "ωB97M-V/def2-TZVPD", "homo_lumo_gap_ha": 0.3762, "energy_ev": -7795.51177, "e_above_lowest_kj_mol": 398.74, "total_charge": 0, "species": ["C", "C", "C", "N", "C", "O", "H", "H", "H", "H", "H", "H", "H"], "positions_angstrom": [[0.66, 1.39, 0.85], [-0.41, 0.80, -0.03], [-0.19, -0.06, -1.31], [-0.74, -0.60, -0.09], [-0.22, -1.79, 0.25], [0.29, -2.51, -0.63], [0.40, 1.34, 1.91], [0.81, 2.45, 0.59], [1.60, 0.86, 0.67], [-1.37, 1.36, 0.04], [-0.98, 0.19, -2.03], [0.48, -1.31, -1.48], [-0.33, -2.13, 1.27]]}

---

# 18
{"formula": "C4H7NO", "method": "ωB97M-V/def2-TZVPD", "homo_lumo_gap_ha": 0.3645, "energy_ev": -7797.28495, "e_above_lowest_kj_mol": 227.65, "smiles": "C=NCC(C)=O", "total_charge": 0, "species": ["C", "N", "C", "C", "C", "O", "H", "H", "H", "H", "H", "H", "H"], "positions_angstrom": [[0.96, 1.20, 1.48], [-0.22, 0.79, 1.72], [-0.82, 0.42, 0.48], [0.20, -0.37, -0.36], [-0.26, -1.21, -1.51], [1.30, -0.55, 0.11], [1.09, 1.69, 0.47], [1.66, 1.33, 2.30], [-1.21, 1.28, -0.07], [-1.64, -0.25, 0.70], [0.57, -1.37, -2.20], [-0.53, -2.18, -1.08], [-1.11, -0.78, -2.03]]}

---

# 19
{"formula": "C4H7NO", "method": "ωB97M-V/def2-TZVPD", "homo_lumo_gap_ha": [0.2775, 0.2776], "energy_ev": -7794.78365, "e_above_lowest_kj_mol": 468.99, "total_charge": 0, "species": ["C", "C", "N", "H", "H", "H", "H", "H", "C", "C", "O", "H", "H"], "positions_angstrom": [[1.27, -0.89, -0.38], [0.77, 0.42, 0.08], [1.08, 1.58, 0.22], [2.00, 1.91, -0.07], [-0.46, 0.14, 1.29], [0.84, -1.70, 0.20], [0.95, -1.03, -1.42], [2.36, -0.90, -0.32], [-1.84, 0.56, -0.19], [-1.28, -0.39, 0.65], [-1.41, -1.60, 0.80], [-2.73, 0.31, -0.77], [-1.56, 1.59, -0.10]]}